<a>
Entry from the Open Molecules 2025 dataset: 2 unconnected molecules or ions with the total composition C5H12N2O (ωB97M-V/def2-TZVPD).

Bonds (Å) are listed after each position.
Element x y z (Å)
1 N -0.073 -1.690 -0.624  C2 1.476, H5 1.012, H6 1.012
2 C -1.277 -1.092 -0.017  N1 1.476, C4 1.499, H7 1.099, H8 1.088
3 C -1.488 -0.363 2.376  C4 1.326, H9 1.082, H10 1.083
4 C -1.288 -1.308 1.467  C2 1.499, C3 1.326, H11 1.085
5 H -0.189 -1.709 -1.629  N1 1.012
6 H -0.015 -2.663 -0.354  N1 1.012
7 H -2.199 -1.527 -0.428  C2 1.099
8 H -1.269 -0.029 -0.248  C2 1.088
9 H -1.502 -0.603 3.431  C3 1.082
10 H -1.632 0.671 2.089  C3 1.083
11 H -1.121 -2.333 1.778  C4 1.085
12 C 2.218 0.770 -1.092  C13 1.510, H16 1.086, H17 1.089, H18 1.093
13 C 0.947 1.551 -1.322  C12 1.510, N14 1.371, O15 1.217
14 N 0.563 2.335 -0.265  C13 1.371, H19 1.018, H20 1.018
15 O 0.309 1.511 -2.358  C13 1.217
16 H 2.941 1.375 -0.551  C12 1.086
17 H 2.629 0.457 -2.050  C12 1.089
18 H 1.962 -0.124 -0.518  C12 1.093
19 H -0.376 2.721 -0.352  N14 1.018
20 H 0.860 2.051 0.666  N14 1.018

Properties
2S+1: 2
⟨S²⟩: 0.751
Gap between HOMO and LUMO (alpha / beta) (Ha): 0.084 / 0.335
E_HOMO (alpha / beta) (Eh): 0.0557 / -0.1969
Net charge: -1

---

<b>
Entry from the Open Molecules 2025 dataset: 3 unconnected molecules or ions with the total composition C5H12N2O (ωB97M-V/def2-TZVPD).

Bonds (Å) are listed after each position.
Element x y z (Å)
1 C -1.056 1.660 -0.561  C2 1.514, H9 1.094, H10 1.085, H11 1.107
2 C 0.300 1.019 -0.354  C1 1.514, N3 1.474, H12 1.082, H13 1.226
3 N 0.215 -0.125 0.571  C2 1.474, C4 1.449, C5 1.432
4 C 0.024 -1.412 -0.066  N3 1.449, H14 1.097, H15 1.107, H16 1.095
5 C -0.497 0.161 1.781  N3 1.432, C6 1.298
6 C -1.384 -0.695 2.189  C5 1.298, O8 1.205
7 N 1.293 0.422 -2.752  H19 1.010, H20 1.012
8 O -1.885 -1.791 2.151  C6 1.205
9 H -0.880 2.635 -1.024  C1 1.094
10 H -1.586 1.775 0.379  C1 1.085
11 H -1.633 1.055 -1.286  C1 1.107
12 H 1.076 1.704 -0.038  C2 1.082
13 H 0.620 0.621 -1.469  C2 1.226
14 H 0.059 -2.205 0.691  C4 1.097
15 H -0.947 -1.494 -0.591  C4 1.107
16 H 0.822 -1.579 -0.798  C4 1.095
17 H 1.213 -1.109 3.468  H18 0.745
18 H 1.046 -1.376 4.143  H17 0.745
19 H 2.294 0.290 -2.746  N7 1.010
20 H 0.906 0.444 -3.687  N7 1.012

Properties
2S+1: 2
⟨S²⟩: 0.761
Gap between HOMO and LUMO (alpha / beta) (Ha): 0.224 / 0.191
E_HOMO (alpha / beta) (Eh): -0.0945 / -0.0945
Net charge: -1

---

Most stable structure, least stable structure: <a>, <b>.

---

<a>
Entry from the Open Molecules 2025 dataset: C3H4ClNO in the gas phase (ωB97M-V/def2-TZVPD).

Bonds (Å) are listed after each position.
Element x y z (Å)
1 C -1.089 -0.448 0.053  C2 1.621, N8 1.345, O9 1.263
2 C 0.499 -0.232 -0.190  C1 1.621, C3 1.397, Cl10 1.714
3 C 1.286 -1.328 -0.554  C2 1.397, H6 1.089, H7 1.133
4 H -1.201 1.327 1.438  N8 1.129
5 H -2.444 0.378 1.571  N8 1.134
6 H 0.825 -2.279 -0.817  C3 1.089
7 H 2.409 -1.399 -0.422  C3 1.133
8 N -1.656 0.538 0.772  C1 1.345, H4 1.129, H5 1.134
9 O -1.479 -1.560 -0.402  C1 1.263
10 Cl 1.156 1.337 0.012  C2 1.714

Properties
SMILES: C=C(Cl)C(N)=O
Gap between HOMO and LUMO (Ha): 0.359
E_HOMO (Eh): -0.3475

---

<b>
Entry from the Open Molecules 2025 dataset: 2 unconnected molecules or ions with the total composition C3H4ClNO (ωB97M-V/def2-TZVPD).

Bonds (Å) are listed after each position.
Element x y z (Å)
1 C -2.208 1.603 -1.059  C2 1.235, H7 1.119
2 C -2.504 0.614 -0.380  C1 1.235, Cl6 1.627
3 C -1.113 -1.917 0.306  N4 1.297, H8 1.142, H9 1.038
4 N -0.285 -1.009 -0.110  C3 1.297, O5 1.313, H10 1.012
5 O 0.013 0.091 0.543  N4 1.313
6 Cl -3.501 -0.490 0.279  C2 1.627
7 H -1.482 2.330 -1.499  C1 1.119
8 H -1.555 -2.689 -0.410  C3 1.142
9 H -1.280 -2.037 1.323  C3 1.038
10 H 0.063 -1.002 -1.059  N4 1.012

Properties
SMILES: C=[NH+][O-].C#CCl
Gap between HOMO and LUMO (alpha / beta) (Ha): 0.339 / 0.339
E_HOMO (alpha / beta) (Eh): -0.3165 / -0.3165

---

Most stable structure, least stable structure: <a>, <b>.